Run one
A single C5H6O2 molecule. Source: OMol25; level of theory: ωB97M-V/def2-TZVPD.

For the frontier orbital gap, the calculation gives 0.3757 hartree. The multiplicity is 1. For the HOMO energy, the calculation gives -0.3424 hartree. Its SMILES is O[C@H]1C=C[C@H]2O[C@@H]12. The LUMO energy comes out at 0.9 eV.

Geometry as XYZ:
```
13
Properties=species:S:1:pos:R:3:lowdin_charge:R:1
H 1.50742 0.78205 1.48099 0.188
H 0.15500 -1.67865 1.50648 0.153
H 1.32072 -0.38792 -1.05984 0.042
H -2.07280 -1.04356 0.06773 0.088
C 0.83140 0.28105 0.61689 -0.248
C -1.27524 -0.51091 -0.02640 -0.231
C -0.16225 1.29675 0.12415 -0.047
O -0.15219 -1.08628 -0.62354 0.001
H 0.32405 2.25038 -0.00080 0.108
C -0.04555 -0.99182 0.69887 -0.169
H -2.31480 1.63295 -0.36304 0.156
O 1.83434 0.16453 -0.49005 -0.049
C -1.41115 0.89472 -0.20064 0.007
```

Run two
2 unconnected molecules or ions with the total composition C5H6O2. Source: OMol25; level of theory: ωB97M-V/def2-TZVPD.

For the frontier orbital gap, the calculation gives 0.3737 hartree. The multiplicity is 1. For the HOMO energy, the calculation gives -0.3496 hartree. Its SMILES is C=C=CC.O=C=O. The LUMO energy comes out at 0.7 eV.

Geometry as XYZ:
```
13
Properties=species:S:1:pos:R:3:lowdin_charge:R:1
O -2.94558 0.00424 -0.90339 0.198
C -3.37419 -0.31577 0.12063 -0.433
H -0.72121 2.36694 1.32597 0.057
C 0.45084 -1.33250 -0.07793 -0.083
H 1.25902 -1.73678 -0.62400 0.040
H 1.49866 0.27177 -1.00331 0.118
H -1.82098 2.46256 -0.11733 0.054
H 0.70734 -1.51489 1.02864 0.104
C -0.99800 2.02470 0.36514 0.006
O -3.86764 -0.73367 1.06844 0.218
C 0.57083 0.17445 -0.37783 -0.161
C -0.19298 1.11585 0.00075 -0.160
H -0.49789 -1.73062 -0.30221 0.041
```

Run three
A molecular structure, C5H6O2. Source: OMol25; level of theory: ωB97M-V/def2-TZVPD.

For the frontier orbital gap, the calculation gives 0.3840 hartree. The multiplicity is 1. For the HOMO energy, the calculation gives -0.3504 hartree. The LUMO energy comes out at 0.9 eV.

Geometry as XYZ:
```
13
Properties=species:S:1:pos:R:3:lowdin_charge:R:1
H -1.94970 -1.86091 -0.17635 0.105
O -1.00186 -1.96502 -0.33659 0.003
H -0.04175 -1.11925 1.30353 0.149
O -0.29905 0.37682 -1.38899 -0.049
H 0.14035 2.25129 1.24856 0.104
C 1.36300 0.76747 0.17910 -0.009
H 1.38235 -0.97865 -1.31025 0.153
H 2.40967 1.00424 0.31644 0.105
C 0.76236 -0.33396 -0.68706 -0.215
H -1.87626 0.84936 0.00795 0.149
C -0.82886 0.53968 -0.04736 -0.222
C 0.26126 1.37171 0.62957 -0.013
C -0.32152 -0.90278 0.26145 -0.262
```

Run four
A single C5H6O2 molecule. Source: OMol25; level of theory: ωB97M-V/def2-TZVPD.

For the frontier orbital gap, the calculation gives 0.3755 hartree. The multiplicity is 1. For the HOMO energy, the calculation gives -0.3779 hartree. Its SMILES is C#CC(=O)[C@@H](C)O. The LUMO energy comes out at -0.1 eV.

Geometry as XYZ:
```
13
Properties=species:S:1:pos:R:3:lowdin_charge:R:1
H -2.37141 0.93426 0.64925 0.087
O 0.30256 -0.74223 -1.71861 0.112
C 1.95982 -0.14694 -0.17542 -0.016
C 3.09271 -0.03379 0.22032 0.159
H -0.08977 0.15927 1.39378 0.145
H 4.10340 0.05561 0.55714 0.041
H -1.90375 0.61363 -1.03811 0.085
O -1.15082 -1.39210 0.66204 -0.014
C -1.53131 0.89989 -0.05016 -0.033
C 0.58130 -0.35535 -0.60166 -0.367
H -1.08953 1.89841 -0.12754 0.088
H -1.37422 -1.74969 -0.20846 0.099
C -0.52898 -0.14098 0.43744 -0.385
```

Relative to the most stable structure, the computed energies are run one 303.4; run two 0.0; run three 134.7; run four 77.6, all in kJ/mol.

Run one
A molecular structure, C5H6O2. Source: OMol25; level of theory: ωB97M-V/def2-TZVPD.

For the frontier orbital gap, the calculation gives 0.3941 hartree. The multiplicity is 1. For the HOMO energy, the calculation gives -0.3664 hartree. The LUMO energy comes out at 0.8 eV.

Geometry as XYZ:
```
13
Properties=species:S:1:pos:R:3:lowdin_charge:R:1
H -0.57481 1.96171 -0.54968 0.115
C -0.24573 -0.02666 0.28516 -0.497
C 0.02112 1.38969 0.15961 0.066
H -1.37250 -1.74890 -0.22686 0.097
H -2.21686 -0.60953 0.84266 0.093
O 2.77042 -1.03725 0.52493 0.140
O 0.61681 -0.65041 1.27630 0.093
H 1.00858 1.75354 0.46291 0.121
H 0.99444 0.16069 -1.70192 0.137
C 1.68560 -0.54611 0.40524 -0.441
C -1.54355 -0.69072 -0.01397 0.014
H -2.02291 -0.22191 -0.87951 0.095
C 0.91232 0.23280 -0.62770 -0.034
```

Run two
A molecular structure, C5H6O2. Source: OMol25; level of theory: ωB97M-V/def2-TZVPD.

For the frontier orbital gap (spin up / spin down), the calculation gives 0.2909 / 0.3039 hartree. The multiplicity is 1. For the HOMO energy (spin up / spin down), the calculation gives -0.2772 / -0.2788 hartree. The LUMO energy (spin up / spin down) comes out at 0.4 / 0.7 eV.

Geometry as XYZ:
```
13
Properties=species:S:1:pos:R:3:lowdin_charge:R:1
C -0.34723 0.84311 1.19423 -0.097
H 0.52043 -0.61315 -2.58480 0.124
C -0.75362 0.82003 -0.20782 -0.263
H -1.51727 1.58899 -0.38301 0.151
C 1.37786 -0.78584 1.12775 0.007
O 0.52691 0.00287 1.70851 -0.055
C -1.00526 -0.50688 -0.90817 -0.014
C -0.01875 -0.18446 -1.74232 -0.163
H -1.68628 -1.33055 -0.73964 0.102
H 1.52100 -0.75336 0.05771 0.067
H -0.90476 1.38947 1.93967 0.112
O 0.35670 1.02741 -1.20662 -0.048
H 1.99953 -1.36189 1.80866 0.078
```

Relative to the most stable structure, the computed energies are run one 0.0; run two 294.7, all in kJ/mol.